{"formula": "C48H105INO13", "method": "ωB97M-V with the def2-TZVPD basis set", "energy_ha": -3221.72601, "homo_lumo_gap_ev": 7.524, "spin_multiplicity": 1, "e_above_lowest_kcal_mol": 148.26, "charge": 1, "homo_ev": -10.086, "lumo_ha": -0.0941, "symbols": ["C", "C", "C", "C", "C", "C", "C", "C", "C", "C", "C", "C", "O", "C", "C", "O", "N", "C", "C", "C", "I", "C", "C", "C", "C", "C", "C", "C", "C", "C", "C", "O", "C", "H", "H", "H", "H", "H", "H", "H", "H", "H", "H", "H", "H", "H", "H", "H", "H", "H", "H", "H", "H", "H", "H", "H", "H", "H", "H", "H", "H", "H", "H", "H", "H", "H", "H", "H", "H", "H", "H", "H", "H", "H", "H", "H", "H", "H", "H", "H", "H", "H", "H", "H", "H", "H", "H", "H", "C", "O", "C", "C", "O", "C", "H", "H", "H", "H", "H", "H", "H", "H", "H", "H", "C", "O", "C", "C", "O", "C", "H", "H", "H", "H", "H", "H", "H", "H", "H", "H", "C", "O", "C", "C", "O", "C", "H", "H", "H", "H", "H", "H", "H", "H", "H", "H", "C", "O", "C", "C", "O", "C", "H", "H", "H", "H", "H", "H", "H", "H", "H", "H", "C", "O", "C", "C", "O", "C", "H", "H", "H", "H", "H", "H", "H", "H", "H", "H"], "coordinates": [[15.558984, -3.137545, 0.177100], [14.645312, -1.808044, -0.035630], [13.106284, -2.180561, 0.281417], [12.189404, -1.434861, -0.810693], [10.636153, -1.594239, -0.335489], [9.727849, -1.334507, -1.630430], [8.234971, -0.770191, -1.279423], [8.099415, 0.805771, -1.552220], [8.846468, 1.564091, -0.341404], [8.084560, 2.829007, 0.279772], [7.072778, 3.605566, -0.685872], [5.739766, 3.899973, 0.207158], [5.306354, 5.286578, -0.039234], [3.926868, 5.354730, 0.389756], [3.388933, 4.767020, 1.774226], [3.140522, 5.886001, -0.433188], [6.608341, 2.850546, -1.895612], [7.232003, 3.247867, -3.199418], [8.752152, 3.720006, -3.164208], [9.628307, 3.096113, -4.385122], [8.814452, 5.924986, -3.382044], [6.598825, 1.346511, -1.646285], [5.659013, 0.554516, -2.700171], [4.219468, 0.319670, -1.983927], [3.042235, 0.356838, -3.105893], [1.836456, -0.542538, -2.522548], [0.857873, 0.309094, -1.555546], [-0.615700, 0.368063, -2.200648], [-1.491893, -0.798616, -1.479385], [-3.033477, -0.511680, -1.831576], [-3.895573, -0.820031, -0.487156], [-3.759828, 0.386412, 0.330933], [-4.822344, 0.460028, 1.316060], [16.664904, -2.813784, 0.113991], [15.334310, -3.539819, 1.225836], [15.366667, -3.886080, -0.659040], [14.988098, -0.937813, 0.623156], [14.705435, -1.420357, -1.122827], [12.890237, -3.298772, 0.304047], [12.865635, -1.700981, 1.299407], [12.392883, -0.302243, -0.878824], [12.261391, -1.891095, -1.855669], [10.483781, -0.852063, 0.516867], [10.413801, -2.634778, 0.081535], [9.607201, -2.337405, -2.190791], [10.216853, -0.628034, -2.404735], [8.031230, -0.950020, -0.159247], [7.514756, -1.425267, -1.870122], [8.706139, 1.015993, -2.514481], [9.118759, 0.799082, 0.458560], [9.847291, 1.957148, -0.768952], [7.600257, 2.474736, 1.265998], [8.890557, 3.588222, 0.605723], [7.498110, 4.646050, -0.905037], [5.980870, 3.866782, 1.337082], [4.912011, 3.132036, 0.038983], [3.130310, 3.651569, 1.613883], [4.131799, 4.867095, 2.640019], [2.389444, 5.266945, 2.043937], [5.592840, 3.081668, -1.991532], [7.145742, 2.448616, -4.028178], [6.611539, 4.136952, -3.599821], [9.336946, 3.500891, -2.217063], [9.004869, 2.978988, -5.341480], [10.067737, 2.085222, -4.036933], [10.526162, 3.777035, -4.622898], [6.099086, 1.166007, -0.618807], [5.422443, 1.210342, -3.624484], [6.126806, -0.398110, -3.107659], [4.178023, -0.618251, -1.341146], [4.052194, 1.269862, -1.341611], [2.748932, 1.440946, -3.298691], [3.445123, -0.106433, -4.070312], [1.239223, -0.945870, -3.425430], [2.259167, -1.486067, -2.005700], [0.827330, -0.258233, -0.553049], [1.286290, 1.349770, -1.295691], [-1.063546, 1.407112, -2.061348], [-0.636015, 0.110438, -3.323352], [-1.092738, -1.789049, -1.903836], [-1.283010, -0.809247, -0.344309], [-3.123238, 0.598191, -2.134499], [-3.449054, -1.123601, -2.698904], [-4.997413, -1.041343, -0.730069], [-3.390579, -1.696940, 0.083834], [-5.377051, 1.470089, 1.229359], [-4.358395, 0.445817, 2.359255], [-5.572982, -0.399665, 1.238359], [-8.165898, -2.106358, 1.754514], [-7.960135, -0.865541, 2.419409], [-8.882078, 0.135429, 1.993954], [-10.016408, 0.310717, 2.998847], [-10.837214, -0.852761, 3.063988], [-10.535734, -1.667191, 4.190261], [-7.617860, -2.879821, 2.296663], [-9.222023, -2.384071, 1.723134], [-7.772454, -2.045404, 0.733714], [-9.271444, -0.093741, 0.996870], [-8.323057, 1.075095, 1.929158], [-10.656217, 1.132872, 2.662927], [-9.628662, 0.570917, 3.989527], [-10.954935, -1.214350, 5.094192], [-9.459678, -1.810580, 4.316333], [-10.999820, -2.643245, 4.039170], [0.562656, 7.497014, -1.457133], [0.424288, 8.198147, -2.687539], [0.378128, 7.320416, -3.809553], [-1.053023, 7.114249, -4.296321], [-1.835558, 6.416034, -3.330178], [-2.669203, 7.286573, -2.576263], [0.333744, 8.187131, -0.642373], [-0.117416, 6.643827, -1.392805], [1.594854, 7.152050, -1.346634], [0.855528, 6.362830, -3.574996], [0.954814, 7.796849, -4.609350], [-1.029371, 6.491561, -5.196328], [-1.520346, 8.068494, -4.561179], [-3.529050, 7.589438, -3.181809], [-2.131223, 8.173483, -2.233092], [-3.029701, 6.740078, -1.702842], [-8.132945, 0.193798, -1.849336], [-8.463907, -1.172157, -2.062943], [-9.852044, -1.358054, -2.336586], [-10.104399, -1.540461, -3.829920], [-9.805934, -0.350574, -4.557033], [-8.538347, -0.409975, -5.196900], [-7.046965, 0.296257, -1.903970], [-8.582679, 0.847489, -2.600347], [-8.465545, 0.498630, -0.852186], [-10.442732, -0.527294, -1.936422], [-10.159185, -2.270660, -1.815408], [-11.168391, -1.747132, -3.981240], [-9.538298, -2.391032, -4.224237], [-8.604612, -1.041840, -6.088138], [-7.761102, -0.793984, -4.531575], [-8.264314, 0.601354, -5.502888], [-9.908380, -7.544931, 6.736305], [-9.761608, -6.745293, 7.902458], [-9.222053, -5.457564, 7.613281], [-10.313663, -4.392348, 7.579496], [-11.209804, -4.599868, 6.489690], [-12.421862, -5.221710, 6.896816], [-10.550635, -8.392827, 6.981805], [-10.363600, -6.989274, 5.913011], [-8.928696, -7.923526, 6.425712], [-8.658369, -5.473082, 6.674418], [-8.523191, -5.217236, 8.421180], [-9.843714, -3.416048, 7.423209], [-10.857032, -4.354473, 8.529505], [-13.062006, -4.488703, 7.397535], [-12.243764, -6.069258, 7.562907], [-12.934664, -5.584059, 6.003969], [-0.920082, -6.121105, 2.011809], [-0.773127, -5.321752, 3.178431], [-0.237774, -4.032775, 2.889367], [-1.332235, -2.970374, 2.858516], [-2.229520, -3.179422, 1.770381], [-3.439592, -3.805020, 2.179758], [-1.559525, -6.970826, 2.257964], [-1.378429, -5.566089, 1.189786], [0.059991, -6.496876, 1.699043], [0.324228, -4.046068, 1.949266], [0.462045, -3.791219, 3.696244], [-0.865157, -1.992571, 2.702054], [-1.873986, -2.934520, 3.809455], [-4.080735, -3.073825, 2.682293], [-3.257857, -4.652432, 2.844918], [-3.953373, -4.168225, 1.287605]], "atomic_forces_ev_per_a": [[0.3, 1.7, -0.1], [-0.2, -1.0, -0.3], [0.5, 2.0, -0.6], [-1.5, -0.8, 1.2], [0.9, 0.4, -1.1], [-0.8, 0.0, 0.1], [0.3, -0.4, 0.1], [0.5, 0.0, 0.4], [1.0, 0.5, -0.9], [1.0, -0.5, 0.5], [-0.7, 1.2, 3.3], [1.2, 0.6, 1.2], [-2.1, -2.2, 1.0], [-2.7, 2.1, -2.8], [0.1, -0.4, -0.2], [3.1, -2.1, 3.5], [-0.9, -0.7, -0.4], [0.6, 1.3, -2.4], [1.0, -0.4, -0.8], [0.1, 0.1, 0.4], [0.0, -0.8, 0.3], [0.5, -2.7, 0.2], [-0.9, 1.0, 0.3], [0.1, 1.4, -1.3], [0.5, -1.4, 1.2], [-0.1, 0.4, -0.9], [0.3, -0.8, -0.3], [0.2, -0.8, 1.0], [0.3, 1.0, -1.1], [-0.2, -0.4, 1.1], [0.9, 0.4, -0.9], [-1.6, -1.2, -0.1], [-0.2, 0.6, 0.8], [-1.7, -0.7, 0.2], [0.4, 0.3, -1.7], [0.1, 0.8, 1.3], [-0.4, -1.4, -0.8], [0.1, -0.8, 1.6], [0.4, 1.5, -0.1], [0.1, -1.0, -1.4], [0.0, -1.8, 0.1], [0.3, 0.5, 1.4], [-0.1, -0.9, -1.2], [0.4, 1.4, -0.6], [0.2, 1.6, 0.9], [-0.6, -0.9, 1.4], [0.2, 0.2, -1.7], [0.7, 1.2, 0.7], [-1.3, -0.2, 1.3], [-0.5, 1.3, -0.9], [-1.4, -0.8, 0.8], [0.4, 0.7, -1.8], [-1.4, -1.1, -0.5], [-0.7, -1.7, -0.4], [-0.1, -0.3, -1.9], [1.0, 0.9, -0.1], [0.6, 1.7, 0.3], [-1.0, -0.1, -1.4], [1.8, -0.5, -0.7], [0.9, -0.1, 0.0], [0.0, 0.9, 1.8], [1.0, -1.4, 0.8], [-1.1, 0.3, -1.0], [0.9, 0.1, 1.5], [-0.9, 1.4, -0.7], [-1.5, -1.1, 0.4], [0.9, 0.6, -1.5], [0.5, -0.9, 1.4], [-0.5, 1.3, 0.8], [0.2, 1.3, -0.8], [0.2, -1.7, -0.6], [0.2, -1.5, 0.2], [-0.6, 0.6, 1.2], [0.8, 0.7, 1.5], [-0.5, 1.6, -0.7], [-0.2, 1.0, -1.4], [-0.6, -1.5, -0.7], [0.4, -1.5, 0.0], [0.3, 0.7, 1.6], [-0.8, 1.3, 0.7], [-0.6, 0.2, -1.8], [-0.1, -1.7, 0.7], [0.8, 0.6, 1.1], [1.6, 0.3, 0.4], [-1.1, 1.2, -1.0], [0.8, -1.6, -0.1], [-0.6, -0.1, -1.3], [1.0, 1.2, 0.1], [0.2, 0.0, 0.0], [-0.3, -0.1, -0.2], [0.2, 0.1, 0.6], [-0.3, -0.2, -0.5], [0.4, 0.1, 0.1], [-0.2, -0.1, -0.1], [0.0, 0.1, 0.0], [0.0, 0.1, 0.0], [-0.1, -0.1, -0.1], [-0.1, -0.1, 0.1], [0.0, 0.0, 0.0], [0.0, 0.0, 0.0], [0.1, -0.1, -0.1], [0.1, -0.1, 0.1], [0.0, 0.1, 0.0], [0.0, 0.1, 0.0], [0.2, 0.1, 0.0], [-0.2, -0.4, 0.0], [-0.2, 0.6, 0.0], [0.2, -0.5, 0.2], [0.1, 0.4, 0.0], [-0.1, -0.2, 0.0], [0.0, 0.0, -0.1], [0.0, 0.0, 0.0], [-0.2, 0.0, 0.0], [-0.1, 0.0, 0.0], [0.0, 0.0, 0.0], [0.0, 0.0, 0.0], [0.1, 0.0, 0.1], [0.0, 0.1, 0.1], [0.0, 0.0, -0.1], [0.0, 0.0, -0.1], [0.1, -0.1, 0.1], [-0.1, 0.3, -0.1], [0.3, -0.4, -0.2], [-0.3, 0.5, 0.2], [0.3, -0.3, 0.1], [-0.1, 0.1, -0.1], [-0.1, -0.1, 0.0], [0.0, 0.0, 0.0], [0.0, 0.2, -0.1], [0.0, 0.0, -0.1], [0.0, 0.0, 0.0], [0.0, 0.0, 0.0], [0.1, 0.1, 0.1], [0.1, 0.0, 0.0], [0.0, 0.0, 0.0], [-0.1, -0.1, 0.0], [0.1, -0.1, 0.2], [0.0, 0.2, -0.4], [-0.3, -0.1, 0.5], [0.2, 0.0, -0.5], [0.0, -0.2, 0.3], [0.0, 0.1, -0.2], [0.1, 0.1, 0.1], [0.0, 0.0, 0.0], [0.0, 0.0, -0.1], [-0.1, 0.0, 0.0], [0.0, 0.0, 0.0], [0.0, 0.0, 0.0], [0.0, -0.1, 0.0], [-0.1, -0.1, 0.1], [0.0, 0.0, 0.0], [0.1, 0.1, 0.0], [0.0, -0.1, 0.2], [0.0, 0.2, -0.4], [-0.3, -0.1, 0.5], [0.2, 0.0, -0.5], [0.0, -0.2, 0.3], [-0.1, 0.1, -0.1], [0.1, 0.1, 0.1], [0.0, 0.0, 0.0], [0.0, 0.0, -0.1], [-0.1, 0.0, 0.0], [0.0, 0.0, 0.0], [0.0, 0.0, 0.0], [0.0, -0.1, 0.0], [-0.1, -0.1, 0.1], [0.0, 0.0, 0.0], [0.1, 0.1, 0.0]]}